Entry from the OMol25 dataset: a gas-phase ion, C9H13FNO (charge +1) (ωB97M-V with the def2-TZVPD basis set).

Geometry as ORCA input:
```
! RIJCOSX wB97M-V def2-TZVPD def2/J DEFGRID3
* xyz 1 1
C 2.4456 -0.9339 0.0196
O 1.7268 0.1366 -0.5713
C 1.7777 1.3274 0.2040
C 0.4729 2.1238 0.1316
C -0.6769 1.4994 0.9773
C -1.1433 0.2257 0.2743
C -0.9749 -0.9667 0.9207
N -1.3413 -2.1064 0.3007
C -1.8647 -2.1229 -0.9246
C -2.0704 -0.9673 -1.6169
C -1.6996 0.2305 -1.0049
F -1.8661 1.3386 -1.6897
H 3.5164 -0.7859 -0.2038
H 2.1367 -1.9048 -0.3911
H 2.3237 -0.9932 1.1156
H 2.0397 1.1413 1.2597
H 2.5675 1.9642 -0.2346
H 0.6666 3.1288 0.5303
H 0.1393 2.2176 -0.9089
H -1.5145 2.2025 1.0918
H -0.3260 1.2860 1.9973
H -0.5400 -1.0330 1.9139
H -1.1809 -2.9733 0.8030
H -2.1130 -3.0798 -1.3782
H -2.5015 -0.9550 -2.6159
*
```

Summary:
Energy, eV: -15792.041
Gap between HOMO and LUMO, eV: 8.600
LUMO level, eV: -4.3
SMILES: COCCCc1c[nH+]ccc1F
HOMO energy, Eh: -0.4759
Largest force on an atom, eV/A: 1.88

Atomic partial charges in e from the Mulliken method, atoms 1 to 2: C -0.7419; O -0.3034

***

Entry from the OMol25 dataset: a molecular structure, C18H29AlBr3CaCsF4MgN4O14S3 (ωB97M-V with the def2-TZVPD basis set).

Geometry as ORCA input:
```
! RIJCOSX wB97M-V def2-TZVPD def2/J DEFGRID3
* xyz 0 1
O 2.2072 -0.8087 0.1580
S 2.5843 -1.5542 1.3842
O 2.1617 -0.8663 2.5811
C 4.4219 -1.4435 1.4705
C 4.9359 -1.5355 2.9201
C 4.8553 -2.9956 3.4834
O 5.4310 -3.9679 2.5682
N 2.3160 -3.0800 1.3588
S 0.7474 -3.4865 0.9381
O 0.7893 -4.9114 0.7433
O 0.2927 -2.8619 -0.2559
C -0.4282 -3.2353 2.2549
C -0.7718 -2.0091 2.7674
C -1.6926 -1.8565 3.7729
C -2.3223 -2.9776 4.2770
C -2.0000 -4.2062 3.7463
C -1.0560 -4.3547 2.7642
H 4.6756 -0.4296 1.0172
H 4.8301 -2.3048 0.8173
H 4.3744 -0.9001 3.6149
H 6.0128 -1.1882 2.9632
H 3.8273 -3.2536 3.7525
H 5.4712 -3.0035 4.3958
H 5.2118 -4.8366 2.9446
H -0.3132 -1.1100 2.3637
H -1.9042 -0.8569 4.1382
H -3.0525 -2.8353 5.0678
H -2.5119 -5.0912 4.1165
H -0.8351 -5.3401 2.3691
Ca 4.3431 1.4095 0.7670
O -2.7674 -3.3594 -2.4235
S -2.4918 -1.9239 -2.5349
O -1.3651 -1.7116 -3.4570
O -2.1737 -1.3808 -1.1996
O -3.6746 -1.2105 -3.0465
N -4.5689 1.5628 -2.6191
C -3.7830 1.8495 -1.5508
C -4.2996 2.9834 -0.9260
C -5.4291 3.3756 -1.6471
C -5.5778 2.4681 -2.6988
H -4.4170 0.7861 -3.2512
H -2.9275 1.2350 -1.3177
H -3.8934 3.4583 -0.0488
H -6.0751 4.2126 -1.4455
H -6.3186 2.4119 -3.4795
Mg 7.1734 -2.3658 2.0453
C -7.1944 5.1227 -6.0457
C -8.0977 5.1225 -4.7739
O -7.7945 4.0568 -4.0412
H -7.3551 4.2305 -6.6518
H -7.4313 5.9865 -6.6587
H -6.1385 5.1795 -5.7824
H -9.1350 5.1917 -5.1638
H -7.9514 6.1176 -4.3062
C 3.0481 -6.7319 4.7516
Br 2.5452 -5.6794 3.2241
Br 4.8784 -7.3422 4.6116
Br 2.7355 -5.7897 6.4037
H 2.4179 -7.6112 4.7619
C -8.5184 9.8058 -5.5470
N -8.1839 8.5007 -6.1793
O -9.0910 7.8719 -6.6834
O -7.0211 8.1587 -6.1434
H -9.5832 9.9787 -5.6542
H -8.2375 9.7422 -4.4997
H -7.9455 10.5727 -6.0601
C 10.8230 -6.1792 0.9240
N 10.4164 -4.8064 1.3306
O 11.2034 -4.1474 1.9636
O 9.3022 -4.4378 0.9917
H 11.8255 -6.3638 1.2918
H 10.1123 -6.8735 1.3630
H 10.7918 -6.2211 -0.1609
F 3.8205 6.8004 2.8482
Al 4.8589 6.2500 1.6282
F 4.5679 7.0644 0.1702
F 4.5524 4.5552 1.3718
F 6.4825 6.4177 2.0969
Cs 5.2844 -1.0428 -1.0410
*
```

Summary:
Energy, eV: -338277.902
Gap between HOMO and LUMO, eV: 1.347
LUMO level, eV: -4.6
HOMO energy, Eh: -0.2196
Largest force on an atom, eV/A: 5.06

Atomic partial charges in e from the Mulliken method, atoms 1 to 2: O -0.6396; S 1.7277

***

Entry from the OMol25 dataset: a molecular structure, C45H44N6O6SiTi (ωB97M-V with the def2-TZVPD basis set).

Geometry as ORCA input:
```
! RIJCOSX wB97M-V def2-TZVPD def2/J DEFGRID3
* xyz 0 1
Ti -0.5907 -0.3213 0.8258
O -4.5106 -0.3222 -0.3072
C -3.3674 -0.7003 -0.1520
N -2.6364 -0.7446 0.9918
C -3.2311 -0.4406 2.1769
O -4.2877 0.1161 2.3936
C -2.4140 -1.0038 3.3140
C -2.8889 -0.9199 4.6187
C -2.1443 -1.4870 5.6354
C -0.9682 -2.1393 5.2987
C -0.5725 -2.1556 3.9700
N -1.2661 -1.5935 2.9924
C -2.6212 -1.3848 -1.2713
C -3.2873 -1.6674 -2.4604
C -2.6354 -2.4190 -3.4203
C -1.3377 -2.8375 -3.1636
C -0.7495 -2.4743 -1.9605
N -1.3752 -1.7796 -1.0223
H -3.8263 -0.4165 4.7904
H -2.4667 -1.4216 6.6639
H -0.3652 -2.6227 6.0511
H 0.3467 -2.6417 3.6711
H -4.2941 -1.2984 -2.5946
H -3.1251 -2.6702 -4.3488
H -0.7910 -3.4334 -3.8799
H 0.2710 -2.7618 -1.7417
O -0.9565 1.0426 2.0539
C -0.8203 1.2422 3.3314
C -1.7906 1.9680 4.0563
C -1.6665 2.1582 5.4115
C -0.5687 1.6571 6.1092
C 0.4136 0.9781 5.4293
C 0.3163 0.7628 4.0481
C 1.3577 0.1325 3.3025
N 1.2131 -0.2099 2.0648
N 2.3509 -0.5795 1.4069
C 2.0953 -0.7648 0.1332
O 0.9093 -0.7070 -0.3342
C 3.2406 -0.9723 -0.7781
C 4.5115 -1.3188 -0.3273
C 5.5522 -1.4463 -1.2290
C 5.3455 -1.2082 -2.5793
C 4.0866 -0.8451 -3.0305
C 3.0428 -0.7358 -2.1345
H -2.6527 2.3344 3.5205
H -2.4377 2.6863 5.9493
H -0.4847 1.8079 7.1743
H 1.2652 0.5759 5.9609
H 2.3409 0.0278 3.7693
H 4.6755 -1.4740 0.7268
H 6.5364 -1.7175 -0.8749
H 6.1664 -1.2904 -3.2771
H 3.9194 -0.6315 -4.0759
H 2.0578 -0.4408 -2.4566
C 2.6608 -3.6861 2.0104
N 1.8006 -4.3664 1.0615
C 2.3102 -5.4937 0.3141
C 0.6192 -3.8250 0.7375
O 0.1857 -2.7667 1.1566
H 3.5541 -4.2800 2.1821
H 2.1310 -3.5617 2.9568
H 2.9345 -2.6914 1.6493
H 3.2128 -5.8668 0.7898
H 2.5580 -5.2040 -0.7111
H 1.5773 -6.3009 0.2814
H 0.0406 -4.4641 0.0473
C -1.2531 4.0208 0.3631
C -1.8308 3.5888 -0.9897
C -3.3124 3.2713 -0.7816
C -1.6811 4.7423 -1.9838
Si -0.8671 2.0117 -1.5536
O -1.0229 0.8682 -0.4518
C -1.3298 1.2830 -3.2623
C -0.4585 0.3605 -3.8338
C -0.7077 -0.2163 -5.0651
C -1.8559 0.1154 -5.7629
C -2.7420 1.0231 -5.2107
C -2.4799 1.5944 -3.9769
C 0.9973 2.4373 -1.6683
C 1.7743 2.2164 -0.5341
C 3.1511 2.3532 -0.5643
C 3.7809 2.7278 -1.7400
C 3.0234 2.9969 -2.8672
C 1.6469 2.8508 -2.8277
H -1.7996 4.8801 0.7552
H -0.2031 4.2951 0.2694
H -1.3345 3.1993 1.0745
H -3.8384 4.1431 -0.3889
H -3.4255 2.4508 -0.0754
H -3.7952 2.9817 -1.7110
H -2.2308 5.6174 -1.6353
H -2.0622 4.4686 -2.9651
H -0.6341 5.0184 -2.0939
H 0.4437 0.1095 -3.2984
H -0.0035 -0.9175 -5.4911
H -2.0474 -0.3170 -6.7352
H -3.6394 1.2930 -5.7472
H -3.1784 2.3093 -3.5732
H 1.2729 1.9263 0.3873
H 3.7346 2.1494 0.3232
H 4.8583 2.8017 -1.7809
H 3.5118 3.2986 -3.7845
H 1.0692 3.0578 -3.7174
*
```

Summary:
Energy, eV: -99605.021
Gap between HOMO and LUMO, eV: 7.648
LUMO level, eV: -0.4
HOMO energy, Eh: -0.2947
Largest force on an atom, eV/A: 2.19

Atomic partial charges in e from the Mulliken method, atoms 1 to 2: Ti -2.3522; O -0.6965

***

Entry from the OMol25 dataset: 2 unconnected molecules or ions with the total composition C2H2N2O (ωB97M-V with the def2-TZVPD basis set).

Geometry as ORCA input:
```
! RIJCOSX wB97M-V def2-TZVPD def2/J DEFGRID3
* xyz 0 1
C -1.1888 0.0881 0.9539
C 0.7053 -0.2161 -1.0894
N 1.3827 0.1827 -0.2273
N -1.5680 -0.8406 0.4245
O 0.1736 -0.5278 -2.0777
H -0.7686 1.0224 1.2005
H 1.2639 0.2912 0.8154
*
```

Summary:
Energy, eV: -7132.765
Gap between HOMO and LUMO, eV: 11.856
LUMO level, eV: 0.6
SMILES: N=C=O.C#N
HOMO energy, Eh: -0.4122
Largest force on an atom, eV/A: 6.03

Atomic partial charges in e from the Mulliken method, atoms 1 to 2: C -0.0303; C 0.6118

***

Entry from the OMol25 dataset: 2 unconnected molecules or ions with the total composition C7H12 (ωB97M-V with the def2-TZVPD basis set).

Geometry as ORCA input:
```
! RIJCOSX wB97M-V def2-TZVPD def2/J DEFGRID3
* xyz 0 1
C 1.1112 -0.6418 2.1140
C 0.1598 0.5182 2.0463
C 0.1680 1.4434 1.0909
C -0.4319 -0.4425 -1.5862
C -0.6507 0.8647 -2.2946
C 0.5493 -0.0366 -2.3268
C -1.0733 -1.4279 -0.6897
H 1.8552 -0.4904 2.9062
H 1.6453 -0.7677 1.1659
H 0.5854 -1.5765 2.3419
H -0.5710 0.5928 2.8524
H -0.5351 2.2720 1.0876
H 0.8788 1.3969 0.2677
H -0.6168 1.8016 -1.7268
H -1.3266 0.9109 -3.1549
H 1.5344 -0.1851 -2.7409
H -1.8366 -1.9922 -1.2379
H -0.3427 -2.1357 -0.2858
H -1.5663 -0.9172 0.1433
*
```

Summary:
Energy, eV: -7450.346
Gap between HOMO and LUMO, eV: 10.134
LUMO level, eV: 1.1
SMILES: CC1=CC1.C=CC
HOMO energy, Eh: -0.3310
Largest force on an atom, eV/A: 0.35

Atomic partial charges in e from the Mulliken method, atoms 1 to 2: C -1.0148; C 0.0846

***

Entry from the OMol25 dataset: C7H10 in the gas phase (ωB97M-V with the def2-TZVPD basis set).

Geometry as ORCA input:
```
! RIJCOSX wB97M-V def2-TZVPD def2/J DEFGRID3
* xyz 0 1
C -1.1211 -1.4806 0.5842
C 0.2629 -0.8745 0.6663
C 1.2255 -1.1923 -0.4521
C 0.6938 0.1989 -0.2899
C -0.3144 1.0110 -1.1099
C -0.4197 2.2159 -0.2674
C -0.1439 2.9382 0.6578
H -1.1356 -2.4426 1.1080
H -1.8942 -0.8408 1.0276
H -1.4066 -1.6757 -0.4566
H 0.6581 -0.7908 1.6778
H 2.2786 -1.2942 -0.2029
H 0.8845 -1.8478 -1.2487
H 1.4426 0.8668 0.1264
H -1.2821 0.5037 -1.2170
H 0.0516 1.2440 -2.1181
H 0.2201 3.4608 1.5145
*
```

Summary:
Energy, eV: -7418.058
Gap between HOMO and LUMO, eV: 10.733
LUMO level, eV: 1.1
SMILES: C#CC[C@@H]1C[C@@H]1C
HOMO energy, Eh: -0.3553
Largest force on an atom, eV/A: 0.59

Atomic partial charges in e from the Mulliken method, atoms 1 to 2: C -1.5321; C 0.2100

***

Entry from the OMol25 dataset: a molecular structure, C24H19Cl2F5O3PRuSTe2 (ωB97M-V with the def2-TZVPD basis set).

Geometry as ORCA input:
```
! RIJCOSX wB97M-V def2-TZVPD def2/J DEFGRID3
* xyz 1 5
Ru -1.2918 1.2327 -0.2144
Cl -4.0773 8.0243 0.0859
C -3.1650 6.5645 0.0177
C -1.7713 6.6274 -0.0307
C -1.0239 5.4742 -0.0885
Cl 0.6971 5.5941 -0.1366
C -1.6260 4.1999 -0.1071
O -0.8449 3.1255 -0.1866
C -3.0342 4.1628 -0.0348
C -3.7673 2.9345 0.0327
O -3.2973 1.7956 0.0942
C -3.7899 5.3470 0.0171
H -1.2735 7.5873 -0.0233
H -4.8591 3.0198 0.0627
H -4.8695 5.2868 0.0661
Te -0.1319 -3.7137 0.1063
C 0.7197 -5.5023 0.6400
C 0.0293 -6.6173 1.0664
C 0.8727 -7.7072 1.3761
C 2.1917 -7.4095 1.1857
S 2.4137 -5.8160 0.6278
H -1.0476 -6.6401 1.1508
H 0.5225 -8.6677 1.7236
H 3.0422 -8.0529 1.3473
F -3.3767 -2.9734 0.1485
Te -3.3266 -1.3375 -0.7041
F -2.5698 -2.3771 -2.0517
F -3.1566 0.0581 -1.9606
F -4.9683 -1.5785 -1.5012
F -4.3236 -0.7209 0.7236
O -1.7186 -0.7594 0.0051
C 1.9129 2.3238 -1.0506
P 0.9789 0.8999 -0.4421
C 1.5324 -0.3992 -1.5589
C 2.8251 -0.9177 -1.4907
C 3.2351 -1.8590 -2.4188
C 2.3702 -2.2766 -3.4248
C 1.0909 -1.7481 -3.5097
C 0.6707 -0.8129 -2.5738
C 1.5713 0.5841 1.2333
C 1.8986 -0.6828 1.7103
C 2.2276 -0.8577 3.0452
C 2.2243 0.2257 3.9131
C 1.8859 1.4899 3.4480
C 1.5539 1.6704 2.1161
H 2.9790 2.1334 -0.9386
H 1.6258 3.2175 -0.5069
H 1.6654 2.4676 -2.1027
H 3.5099 -0.5804 -0.7216
H 4.2379 -2.2598 -2.3693
H 2.7008 -3.0090 -4.1490
H 0.4184 -2.0597 -4.2974
H -0.3331 -0.4081 -2.6377
H 1.9095 -1.5361 1.0432
H 2.4892 -1.8433 3.4058
H 2.4833 0.0851 4.9538
H 1.8790 2.3340 4.1243
H 1.2791 2.6583 1.7615
*
```

Summary:
Energy, eV: -107256.151
Gap between HOMO and LUMO (spin up / spin down), eV: 5.919 / 4.138
LUMO level (spin up / spin down), eV: -4.2 / -5.9
HOMO energy (spin up / spin down), Eh: -0.3706 / -0.3674
Largest force on an atom, eV/A: 2.22

Atomic partial charges in e from the Mulliken method, atoms 1 to 2: Ru 0.7707; Cl -0.1741

***

Entry from the OMol25 dataset: 6 unconnected molecules or ions with the total composition C23H40FN2O18PS (ωB97M-V with the def2-TZVPD basis set).

Geometry as ORCA input:
```
! RIJCOSX wB97M-V def2-TZVPD def2/J DEFGRID3
* xyz 0 1
C -1.2241 -1.6762 -4.6682
C -1.5125 -0.4362 -3.8811
O -2.2546 -0.3950 -2.9405
N -0.8268 0.7461 -4.3325
C -1.5273 1.3673 -5.4804
P -0.3059 1.8179 -3.1095
F -1.6401 2.8048 -3.2489
C -0.5184 1.6737 -1.3068
C -0.2680 0.3065 -0.6458
C -1.0030 0.1277 0.6969
C -2.2638 -0.7310 0.5960
N -3.5095 -0.0732 0.1913
S 1.6270 0.6681 -3.1045
C 2.3496 1.0351 -4.7042
O 1.3853 -0.7742 -3.0676
O 2.5043 1.2423 -2.0908
H -0.5231 -2.2819 -4.0904
H -2.1504 -2.2229 -4.8534
H -0.7451 -1.4372 -5.6188
H -2.6052 1.4283 -5.3135
H -1.1276 2.3644 -5.6571
H -1.3333 0.7633 -6.3716
H 0.4344 2.8960 -3.6020
H -1.5167 2.0619 -1.0983
H 0.1979 2.3909 -0.8865
H -0.5103 -0.5179 -1.3145
H 0.8072 0.2517 -0.4551
H -0.3239 -0.2928 1.4425
H -1.2887 1.1169 1.0810
H -2.0740 -1.5897 -0.0599
H -2.4518 -1.1554 1.5871
H -3.9500 0.3733 0.9852
H -3.3460 0.6392 -0.5112
H 3.2339 1.6534 -4.5548
H 2.6027 0.0727 -5.1531
H 1.6151 1.5280 -5.3420
C -0.9857 2.3153 5.9816
C -1.7316 2.9982 4.8545
O -1.6216 2.0314 3.7996
C -1.4181 0.8117 4.3519
O -1.4531 -0.2138 3.7529
O -1.1687 0.9266 5.6743
H -1.3923 2.5339 6.9656
H 0.0793 2.5380 5.9671
H -2.7892 3.1433 5.0822
H -1.2873 3.9421 4.5573
C 2.7606 5.0229 8.4536
C 3.3532 3.9723 7.5304
O 2.2838 3.7575 6.6008
C 1.4949 4.8544 6.5898
O 0.6210 5.0465 5.8054
O 1.8333 5.6923 7.5898
H 3.4858 5.7349 8.8359
H 2.2066 4.5831 9.2839
H 4.2207 4.3405 6.9814
H 3.6035 3.0388 8.0252
C 0.9832 -2.7676 -0.3640
C 1.9855 -3.8916 -0.2037
O 1.8613 -4.2100 1.1870
C 0.6344 -3.8147 1.6157
O 0.1663 -4.0812 2.6711
O 0.0338 -3.0595 0.6637
H 0.4914 -2.7477 -1.3327
H 1.4202 -1.7870 -0.1688
H 1.7258 -4.7760 -0.7882
H 3.0098 -3.6117 -0.4302
C -5.3012 -2.1330 -1.9045
C -5.7599 -2.9671 -3.0868
O -7.0528 -3.4110 -2.6683
C -7.5220 -2.5411 -1.7379
O -8.6347 -2.5389 -1.3222
O -6.5507 -1.6841 -1.3631
H -4.6798 -1.2837 -2.1693
H -4.7828 -2.7237 -1.1487
H -5.8737 -2.3729 -3.9963
H -5.1248 -3.8251 -3.2919
C 5.4785 -1.9885 -0.8626
C 6.4186 -1.3657 -1.8784
O 7.1622 -2.4995 -2.3350
C 6.4290 -3.6169 -2.1216
O 6.6911 -4.6944 -2.5400
O 5.3443 -3.3250 -1.3605
H 4.5041 -1.5081 -0.8194
H 5.9112 -2.0308 0.1381
H 5.8845 -0.9320 -2.7252
H 7.0944 -0.6272 -1.4570
*
```

Summary:
Energy, eV: -87176.812
Gap between HOMO and LUMO, eV: 8.849
LUMO level, eV: 0.0
SMILES: CC(=O)N(C)[PH](F)(CCCCN)S(C)(=O)=O.O=C1OCCO1.O=C1OCCO1.O=C1OCCO1.O=C1OCCO1.O=C1OCCO1
HOMO energy, Eh: -0.3235
Largest force on an atom, eV/A: 1.05

Atomic partial charges in e from the Mulliken method, atoms 1 to 2: C -1.2725; C 0.5786